Run 1
10 unconnected molecules or ions with the total composition H20O10. Source: OMol25; level of theory: the ωB97M-V functional and the def2-TZVPD basis.

Properties
E_LUMO: -0.234 eV
HOMO level: -0.37837 Ha
HOMO-LUMO gap: 0.370 Eh
SMILES: O.O.O.O.O.O.O.O.O.O

CARTESIAN COORDINATES (ANGSTROEM)
O (16.71200, 31.76400, 55.34300)
H (17.59300, 32.02200, 55.82600)
H (16.61900, 32.39500, 54.66500)
O (15.35500, 29.22300, 55.49700)
H (15.96600, 29.91400, 55.52700)
H (15.06800, 29.09100, 56.43700)
O (16.30500, 27.34500, 51.94100)
H (15.46600, 27.62400, 52.03600)
H (16.82200, 27.96700, 52.44700)
O (16.68200, 30.10100, 52.98700)
H (16.10900, 30.64600, 52.56200)
H (16.59600, 30.42600, 53.84200)
O (19.37700, 32.06200, 51.99300)
H (18.54100, 32.12400, 52.40800)
H (19.92200, 31.76800, 52.61400)
O (14.67000, 32.00500, 51.58800)
H (13.78300, 32.35000, 51.53000)
H (14.88200, 32.18000, 50.66900)
O (18.16400, 29.59400, 49.68600)
H (18.04800, 29.15700, 50.53200)
H (18.71700, 29.12200, 48.96000)
O (13.25500, 29.16000, 53.84300)
H (13.52300, 29.09700, 52.88000)
H (14.22500, 29.33500, 54.29500)
O (16.62200, 32.95900, 53.17900)
H (16.91200, 33.93000, 53.31900)
H (15.67500, 32.87700, 52.71500)
O (19.49600, 28.26400, 51.75300)
H (19.27000, 28.75700, 52.43800)
H (20.29200, 28.78000, 51.20500)

Results of the Mulliken charge analysis, in e, for atoms 1 through 4:
1. O -0.74
2. H 0.31
3. H 0.40
4. O -0.60

=====

Run 2
10 unconnected molecules or ions with the total composition H20O10. Source: OMol25; level of theory: the ωB97M-V functional and the def2-TZVPD basis.

Properties
E_LUMO: 0.410 eV
HOMO level: -0.35958 Ha
HOMO-LUMO gap: 0.375 Eh
SMILES: O.O.O.O.O.O.O.O.O.O

CARTESIAN COORDINATES (ANGSTROEM)
O (0.28760, -0.09332, 0.31986)
H (0.90551, 0.43022, 0.84242)
H (-0.50696, 0.45093, 0.28159)
O (3.40647, -2.89986, -0.71539)
H (4.07273, -2.44496, -1.24280)
H (3.91138, -3.53952, -0.20071)
O (1.18096, 2.86760, 3.29048)
H (0.22907, 2.83966, 3.14178)
H (1.30549, 3.62709, 3.87069)
O (-0.98025, -3.96603, 0.72940)
H (-1.37750, -4.30441, 1.53975)
H (-1.57242, -3.25616, 0.45660)
O (-1.81182, 1.14292, -3.37401)
H (-1.97084, 0.19311, -3.41353)
H (-2.58793, 1.49200, -2.92147)
O (4.88382, -0.15119, 0.50565)
H (5.51204, -0.10214, 1.23499)
H (4.96207, 0.70538, 0.07074)
O (1.11142, 3.70008, -1.23977)
H (0.43946, 4.31628, -0.92712)
H (1.47836, 4.12962, -2.02069)
O (1.13235, -0.74403, -1.66497)
H (1.03123, -1.63989, -1.32410)
H (1.50137, -0.86883, -2.54658)
O (-3.61201, -1.06090, 1.56269)
H (-4.26000, -0.72740, 2.19348)
H (-2.76276, -0.81760, 1.94814)
O (-4.96962, 0.32486, 0.06252)
H (-5.70245, 0.91635, -0.14260)
H (-5.23676, -0.51988, -0.31702)

Results of the Mulliken charge analysis, in e, for atoms 1 through 4:
1. O -0.57
2. H 0.28
3. H 0.27
4. O -0.58

=====

Run 3
10 unconnected molecules or ions with the total composition H20O10. Source: OMol25; level of theory: the ωB97M-V functional and the def2-TZVPD basis.

Properties
E_LUMO: -0.217 eV
HOMO level: -0.36192 Ha
HOMO-LUMO gap: 0.354 Eh
SMILES: O.O.O.O.O.O.O.O.O.O

CARTESIAN COORDINATES (ANGSTROEM)
O (2.08618, -1.86621, -0.47945)
H (1.75976, -2.30307, -1.28947)
H (1.43917, -1.16166, -0.28555)
O (-0.83894, 3.12823, -0.84889)
H (-0.65751, 3.04626, 0.10078)
H (-1.78953, 3.26217, -0.90283)
O (2.97893, 2.32575, 0.20710)
H (2.38902, 2.28301, -0.55409)
H (2.57675, 1.72825, 0.86933)
O (0.54076, -2.90519, -2.46653)
H (0.77368, -3.12788, -3.37535)
H (-0.22618, -2.33239, -2.54423)
O (1.52212, 0.91953, 1.99748)
H (1.98025, 1.55621, 2.56731)
H (1.86950, 0.05845, 2.27549)
O (-0.51488, 2.82587, 1.98258)
H (0.40075, 2.52543, 2.09412)
H (-0.90420, 2.76624, 2.86081)
O (0.15537, 0.11708, -3.87605)
H (-0.55992, -0.28045, -3.37328)
H (0.32287, -0.49899, -4.59734)
O (-0.13387, -0.39726, 0.15328)
H (-0.94597, -0.22044, -0.33139)
H (-0.02061, 0.37704, 0.72488)
O (-2.13219, -0.75883, 2.76608)
H (-1.54041, -0.82156, 3.52169)
H (-1.63301, -1.14727, 2.03413)
O (-2.64523, -3.00611, 0.48141)
H (-3.01389, -2.33388, -0.09985)
H (-3.23875, -3.75831, 0.38783)

Results of the Mulliken charge analysis, in e, for atoms 1 through 4:
1. O -0.68
2. H 0.41
3. H 0.35
4. O -0.61

=====

Of them, run 1 has the lowest stability.

=====

Run 1
10 unconnected molecules or ions with the total composition H20O10. Source: OMol25; level of theory: the ωB97M-V functional and the def2-TZVPD basis.

Properties
E_LUMO: -0.129 eV
HOMO level: -0.38390 Ha
HOMO-LUMO gap: 0.379 Eh
SMILES: O.O.O.O.O.O.O.O.O.O

CARTESIAN COORDINATES (ANGSTROEM)
O (2.23962, 0.47912, -2.03644)
H (2.47536, 1.29114, -1.56805)
H (1.34217, 0.62627, -2.35286)
O (-0.23984, 0.33618, 0.35739)
H (-1.07786, 0.54054, -0.09608)
H (0.06968, -0.47633, -0.06247)
O (0.15354, 0.50751, 3.11463)
H (-0.71162, 0.60075, 3.52230)
H (-0.00617, 0.61248, 2.15149)
O (3.31283, -0.82859, 0.26053)
H (3.17202, -1.67173, 0.70314)
H (3.13995, -0.99527, -0.67867)
O (2.27763, 1.86003, 0.94054)
H (2.37689, 0.91296, 0.75061)
H (2.24727, 1.90352, 1.90243)
O (-0.36600, -1.52015, -2.77192)
H (-0.37506, -2.04532, -1.95190)
H (-0.14328, -2.14460, -3.46884)
O (-3.17566, -1.87066, 0.36778)
H (-2.61953, -1.08787, 0.26382)
H (-2.82085, -2.32317, 1.13959)
O (-2.76641, 0.88091, -0.76496)
H (-2.78346, 1.55998, -1.44833)
H (-3.11098, 1.31939, 0.02522)
O (-0.80116, 3.41261, 0.90141)
H (-1.42535, 3.90645, 0.35952)
H (-0.10338, 3.12893, 0.29458)
O (-0.18538, -2.64611, -0.14924)
H (-0.77677, -3.20806, 0.36311)
H (0.68180, -3.06089, -0.06831)

Results of the Mulliken charge analysis, in e, for atoms 1 through 4:
1. O -0.62
2. H 0.31
3. H 0.30
4. O -0.34

=====

Run 2
10 unconnected molecules or ions with the total composition H20O10. Source: OMol25; level of theory: the ωB97M-V functional and the def2-TZVPD basis.

Properties
E_LUMO: -0.681 eV
HOMO level: -0.36206 Ha
HOMO-LUMO gap: 0.337 Eh
SMILES: O.O.O.O.O.O.O.O.O.O

CARTESIAN COORDINATES (ANGSTROEM)
O (0.11851, -0.76018, -0.83724)
H (0.43758, -0.91036, 0.05977)
H (-0.75930, -0.38182, -0.71363)
O (-1.53369, 1.83836, -0.08820)
H (-1.44785, 2.57980, 0.52162)
H (-1.11465, 1.10417, 0.37480)
O (-2.56359, -2.61716, -1.06091)
H (-2.12903, -1.83698, -0.69834)
H (-1.99753, -2.88100, -1.79505)
O (2.50717, -1.88855, -0.57809)
H (1.98810, -1.50478, -1.29382)
H (2.14694, -2.77684, -0.47732)
O (-1.06594, 2.04770, -1.88237)
H (-0.67007, 2.40282, -2.68621)
H (-0.37372, 1.49303, -1.50532)
O (-5.04789, 0.92870, 0.82610)
H (-5.31750, 0.53006, -0.00900)
H (-4.58172, 0.22042, 1.28436)
O (5.29856, 0.50054, -0.48218)
H (4.72879, 1.14506, -0.04751)
H (4.73206, -0.26994, -0.60232)
O (2.95321, -0.74404, 1.78162)
H (2.75647, -1.39812, 2.46166)
H (2.52750, -1.09302, 0.99043)
O (1.04471, 3.31747, 0.70443)
H (1.90356, 3.52878, 1.08746)
H (1.11953, 2.38837, 0.45913)
O (-2.22941, -1.59941, 1.21284)
H (-1.69692, -2.40171, 1.25468)
H (-1.73391, -0.96139, 1.73859)

Results of the Mulliken charge analysis, in e, for atoms 1 through 4:
1. O -0.58
2. H 0.39
3. H 0.07
4. O -0.50

=====

Of them, run 2 has the lowest stability.